C11H15N | ωB97M-V/def2-TZVPD

Cartesian coordinates (Å):
C -3.444 0.816 -0.713
C -2.412 -0.006 -0.069
C -2.704 -0.322 1.266
N -1.507 -1.075 1.741
C -0.690 -1.292 0.680
C 0.539 -2.038 0.550
C 1.161 -2.027 -0.616
C 0.700 -1.410 -1.817
C -0.519 -0.779 -1.675
C -1.126 -0.475 -0.498
H -3.007 1.745 -1.005
H -4.183 1.142 -0.069
H -3.907 0.271 -1.586
H -3.532 -0.216 1.997
H -1.456 -1.034 2.746
H 1.032 -2.489 1.443
H 2.262 -2.203 -0.564
H 1.104 -1.657 -2.778
H -0.964 -0.243 -2.489
C 2.950 1.496 -0.266
C 2.707 1.674 1.226
H 3.819 2.173 -0.668
H 3.389 0.531 -0.605
H 2.123 1.815 -0.861
H 2.564 2.907 1.319
H 3.440 1.338 1.861
H 1.661 1.359 1.452

Atoms 1-2, force components in eV/Å:
C 0.703 -0.903 -3.020
C -2.005 0.530 2.721

Output
* E_LUMO: 0.913 eV
* HOMO energy: -0.295 hartree
* relative energy (zero: lowest compared OMol25 entry of this formula, charge and spin): 270.5 kJ/mol
* HOMO-LUMO gap: 8.9 eV

Here are the Löwdin charges for atoms 1 to 2, given in e:
1. C -0.071
2. C -0.257